Entry a
ORCA calculation (ωB97M-V/def2-TZVPD) on one molecule with the formula C6H17N3.

Last column: Mulliken charge in e.
Cartesian coordinates (Å):
C (-1.85, 0.28, -1.09)  -1.119
C (-1.04, -1.47, 0.33)  -1.082
C (0.50, -0.94, -1.74)  -0.745
N (-0.65, -0.29, -0.46)  0.044
H (-2.40, -0.49, -1.63)  0.388
H (-2.52, 0.70, -0.33)  0.352
H (-0.17, -1.85, 0.85)  0.383
H (-1.82, -1.22, 1.05)  0.381
H (-1.45, -2.25, -0.33)  0.369
H (-0.29, -1.45, -2.29)  0.422
H (0.94, -0.16, -2.35)  0.308
H (1.23, -1.67, -1.40)  0.309
H (-1.57, 1.07, -1.79)  0.382
C (-0.19, 1.01, 1.83)  -1.771
C (0.38, 0.84, 0.42)  1.507
N (0.37, 2.11, -0.25)  -0.676
N (2.07, -0.89, 1.09)  -0.358
C (1.72, 0.25, 0.31)  -1.392
H (-0.54, 2.56, -0.25)  0.267
H (0.77, 2.06, -1.17)  0.310
H (2.45, -0.71, 2.01)  0.137
H (2.51, -1.63, 0.54)  0.175
H (2.52, 0.96, 0.11)  0.274
H (0.35, 1.81, 2.34)  0.431
H (-1.25, 1.28, 1.81)  0.303
H (-0.07, 0.09, 2.40)  0.400

Calculated values
- charge = 0
- E_LUMO (Eh) = 0.0261
- orbital gap (eV) = 6.009
- HOMO level (eV) = -5.30

---

Entry b
ORCA calculation (ωB97M-V/def2-TZVPD) on one molecule with the formula C6H17N3.

Last column: Mulliken charge in e.
Cartesian coordinates (Å):
C (-1.11, 1.81, 0.73)  -1.044
N (-1.23, 0.79, -0.30)  -0.128
N (-2.93, 0.55, -0.54)  -0.579
C (-0.81, -0.49, 0.00)  -0.066
N (-1.15, -1.05, 1.25)  -0.467
C (1.04, -0.36, -0.32)  1.786
C (1.75, -0.13, 1.00)  -1.680
C (1.38, 0.69, -1.35)  -1.678
C (1.36, -1.75, -0.86)  -1.841
H (-0.06, 2.05, 0.92)  0.302
H (-1.60, 2.71, 0.35)  0.295
H (-1.59, 1.54, 1.67)  0.408
H (-3.00, 0.36, -1.54)  0.232
H (-3.45, 0.65, 0.33)  0.226
H (-1.10, -1.18, -0.80)  0.319
H (-1.16, -2.06, 1.27)  0.240
H (-0.95, -0.47, 2.05)  0.185
H (2.83, -0.20, 0.85)  0.441
H (1.55, 0.86, 1.41)  0.306
H (1.47, -0.88, 1.74)  0.372
H (0.79, 0.55, -2.26)  0.363
H (1.20, 1.70, -0.98)  0.326
H (2.43, 0.63, -1.62)  0.459
H (2.43, -1.85, -1.04)  0.451
H (0.85, -1.93, -1.80)  0.418
H (1.07, -2.53, -0.15)  0.356

Calculated values
- charge = 0
- E_LUMO (Eh) = 0.0316
- orbital gap (eV) = 8.903
- HOMO level (eV) = -8.04
- SMILES = CN(N)[C@H](N)C(C)(C)C

---

Entry c
ORCA calculation (ωB97M-V/def2-TZVPD) on one molecule with the formula C6H17N3.

Last column: Mulliken charge in e.
Cartesian coordinates (Å):
C (-1.77, 1.83, -0.60)  -1.489
C (-0.78, 1.54, 0.53)  0.857
C (-0.18, 2.85, 1.03)  -1.609
C (0.35, 0.61, 0.07)  -0.793
C (-0.12, -0.81, -0.29)  -0.351
N (-0.70, -1.56, 0.83)  -0.649
N (0.98, -1.54, -0.91)  0.171
C (1.97, -2.07, 0.03)  -1.049
N (0.45, -2.54, -1.76)  -0.768
H (-2.52, 2.54, -0.26)  0.433
H (-2.28, 0.93, -0.92)  0.366
H (-1.26, 2.26, -1.45)  0.306
H (-1.32, 1.07, 1.36)  0.176
H (0.51, 2.67, 1.86)  0.395
H (-0.96, 3.52, 1.39)  0.432
H (0.37, 3.35, 0.24)  0.339
H (0.84, 1.03, -0.81)  0.307
H (1.09, 0.54, 0.87)  0.276
H (-0.88, -0.76, -1.08)  0.595
H (-0.16, -1.39, 1.68)  0.257
H (-1.65, -1.26, 1.00)  0.265
H (2.34, -1.26, 0.66)  0.326
H (2.80, -2.47, -0.55)  0.380
H (1.56, -2.87, 0.66)  0.338
H (1.21, -2.88, -2.35)  0.265
H (0.09, -3.33, -1.22)  0.225

Calculated values
- charge = 0
- E_LUMO (Eh) = 0.0376
- orbital gap (eV) = 9.577
- HOMO level (eV) = -8.56
- SMILES = CC(C)C[C@H](N)N(C)N

---

Stability check: which of them is most stable? entry c.

---

Entry a
ORCA calculation (ωB97M-V/def2-TZVPD) on one molecule with the formula C8H8N2S2.

Last column: Mulliken charge in e.
Cartesian coordinates (Å):
H (1.49, 3.88, 0.46)  0.268
N (1.37, 2.84, 0.88)  -0.631
C (1.18, 1.86, 0.15)  -0.302
C (1.01, 0.49, 0.63)  -0.373
C (2.13, -0.53, -0.03)  0.065
S (3.26, -1.19, 0.98)  -0.192
S (1.94, -0.94, -1.67)  -0.108
C (-0.32, -0.05, 0.24)  0.774
C (-0.97, -0.83, 1.17)  -0.574
C (-2.23, -1.22, 0.76)  -0.244
C (-2.71, -0.97, -0.55)  -0.555
C (-1.85, -0.30, -1.41)  -0.313
N (-0.68, 0.20, -0.97)  -0.369
H (1.03, 1.75, -0.91)  0.328
H (1.24, 0.24, 1.61)  0.697
H (3.23, -1.29, -1.74)  0.157
H (-0.36, -0.93, 2.08)  0.344
H (-2.84, -1.77, 1.57)  0.288
H (-3.73, -1.11, -0.78)  0.422
H (-2.19, -0.11, -2.47)  0.318

Calculated values
- charge = 0
- E_LUMO (Eh) = -0.0143
- orbital gap (eV) = 8.270
- HOMO level (eV) = -8.66
- SMILES = [H]/N=C/[C@H](C(=S)S)c1ccccn1

---

Entry b
ORCA calculation (ωB97M-V/def2-TZVPD) on one molecule with the formula C8H8N2S2.

Last column: Mulliken charge in e.
Cartesian coordinates (Å):
C (1.71, -1.08, -2.87)  -0.916
S (0.79, -1.11, -1.20)  -0.145
C (1.29, 0.28, -0.35)  0.587
N (2.25, 1.02, -0.84)  -0.482
C (2.51, 2.19, -0.32)  -0.200
N (1.81, 2.87, 0.64)  -0.611
C (0.87, 2.10, 1.19)  0.218
S (-0.28, 2.59, 2.50)  -0.195
C (-0.97, 0.96, 2.55)  0.613
C (-1.83, 0.42, 3.64)  -1.020
C (-0.35, 0.11, 1.65)  -1.074
C (0.61, 0.77, 0.74)  0.619
H (1.18, -0.69, -3.66)  0.320
H (2.14, -2.02, -3.11)  0.364
H (2.54, -0.49, -2.69)  0.334
H (3.33, 2.71, -0.70)  0.476
H (-1.85, 1.16, 4.53)  0.306
H (-1.58, -0.60, 4.06)  0.301
H (-2.89, 0.36, 3.33)  0.280
H (-0.69, -0.97, 1.50)  0.224

Calculated values
- charge = 0
- E_LUMO (Eh) = 0.0124
- orbital gap (eV) = 8.574
- HOMO level (eV) = -8.24
- SMILES = CSc1ncnc2sc(C)cc12

---

Stability check: which of them is most stable? entry b.

---

Entry a
ORCA calculation (ωB97M-V/def2-TZVPD) on a 2-piece molecular cluster, C5H11O3 overall.

Last column: Mulliken charge in e.
Cartesian coordinates (Å):
H (0.03, -0.11, -0.81)  0.216
C (1.85, 0.90, -2.31)  -0.700
O (1.87, 0.82, -0.91)  -0.348
C (0.59, 0.72, -0.34)  -0.135
C (0.76, 0.46, 1.15)  -0.545
O (-0.48, 0.32, 1.81)  -0.339
C (-1.12, -0.92, 1.67)  -0.287
C (-2.24, -0.97, 0.64)  -0.827
O (-2.74, 0.11, 0.20)  -0.651
H (1.27, 1.78, -2.65)  0.277
H (2.88, 1.00, -2.66)  0.242
H (1.40, 0.00, -2.75)  0.301
H (0.02, 1.65, -0.49)  0.268
H (1.39, -0.44, 1.30)  0.322
H (1.28, 1.32, 1.61)  0.232
H (-1.55, -1.19, 2.64)  0.347
H (-0.39, -1.71, 1.41)  0.244
H (-2.97, -1.75, 0.99)  0.246
H (-1.85, -2.00, -0.52)  0.137

Calculated values
- charge = -1
- E_LUMO (Eh) = 0.1310
- orbital gap (eV) = 5.854
- HOMO level (eV) = -2.29

---

Entry b
ORCA calculation (ωB97M-V/def2-TZVPD) on a 2-piece molecular cluster, C5H11O3 overall.

Last column: Mulliken charge in e.
Cartesian coordinates (Å):
C (1.18, 0.77, 1.47)  0.437
C (1.43, -0.49, 2.38)  -1.264
C (1.55, 0.38, 0.02)  -1.286
O (-0.17, 1.18, 1.67)  -0.612
H (1.71, 1.61, 1.87)  0.236
H (0.86, -1.23, 1.85)  0.314
H (1.33, -0.60, -0.35)  0.326
H (0.88, 0.99, -0.56)  0.377
H (2.59, 0.70, -0.06)  0.384
H (-0.68, 1.12, 0.80)  0.500
H (0.92, -0.58, 3.35)  0.355
H (2.47, -0.91, 2.38)  0.294
C (-2.53, -0.82, -2.33)  -0.968
C (-1.39, 0.05, -1.77)  0.642
O (-1.47, 0.40, -0.55)  -0.796
O (-0.40, 0.32, -2.48)  -0.726
H (-3.42, -0.46, -1.84)  0.278
H (-2.27, -1.86, -2.43)  0.247
H (-2.60, -0.58, -3.43)  0.263

Calculated values
- charge = -1
- E_LUMO (Eh) = 0.1481
- orbital gap (eV) = 8.444
- HOMO level (eV) = -4.41

---

Stability check: which of them is most stable? entry b.

---

Entry a
ORCA calculation (ωB97M-V/def2-TZVPD) on CH7IN3 as an isolated structure.

Last column: Mulliken charge in e.
Cartesian coordinates (Å):
C (0.49, 0.31, -0.53)  -0.395
N (-0.31, 1.64, 0.45)  -0.505
N (-0.41, -0.73, -0.53)  -0.136
N (-0.44, -1.65, 0.51)  -0.625
I (2.46, -0.01, 0.31)  0.249
H (0.74, 0.69, -1.54)  0.485
H (-1.19, 1.18, 0.80)  0.357
H (0.39, 1.86, 1.12)  0.333
H (-0.49, -1.23, -1.46)  0.326
H (-0.59, 2.54, -0.04)  0.350
H (-1.08, -2.50, 0.18)  0.300
H (0.42, -2.11, 0.72)  0.261

Calculated values
- charge = +1
- E_LUMO (Eh) = -0.1579
- orbital gap (eV) = 9.304
- HOMO level (eV) = -13.60

---

Entry b
ORCA calculation (ωB97M-V/def2-TZVPD) on an isolated ion of composition CH7IN3 and charge +1.

Last column: Mulliken charge in e.
Cartesian coordinates (Å):
N (0.51, 1.28, 0.69)  -0.482
N (0.42, 0.75, -0.67)  -0.300
C (-0.46, -0.36, -0.67)  -0.543
N (0.18, -1.40, 0.30)  -0.383
I (-2.49, 0.10, 0.05)  0.190
H (1.34, 1.96, 0.78)  0.271
H (-0.21, 1.84, 0.97)  0.230
H (0.04, 1.46, -1.51)  0.345
H (-0.52, -1.02, -1.60)  0.469
H (0.57, -0.60, 0.93)  0.496
H (-0.29, -2.09, 0.93)  0.352
H (0.90, -1.93, -0.19)  0.354

Calculated values
- charge = +1
- E_LUMO (Eh) = -0.1421
- orbital gap (eV) = 10.138
- HOMO level (eV) = -14.00
- SMILES = NN[C@@H]([NH3+])I

---

Stability check: which of them is most stable? entry b.

---

Entry a
ORCA calculation (ωB97M-V/def2-TZVPD) on a 4-piece molecular cluster, C3H17N2O3 overall.

Last column: Mulliken charge in e.
Cartesian coordinates (Å):
C (0.60, 0.31, -0.78)  -0.260
C (0.13, 1.66, -1.28)  -0.621
C (1.34, 2.45, -1.88)  -0.661
N (1.00, 3.86, -2.01)  -0.490
N (0.24, 0.21, 0.70)  -0.372
H (1.72, 0.18, -0.82)  0.242
H (0.08, -0.58, -1.14)  0.364
H (-0.20, 2.30, -0.47)  0.318
H (-0.70, 1.65, -2.00)  0.293
H (2.25, 2.26, -1.34)  0.393
H (1.52, 2.01, -2.88)  0.348
H (0.92, 4.16, -2.96)  0.206
H (1.30, 4.57, -1.35)  0.184
H (1.02, 0.40, 1.35)  0.322
H (-0.54, 0.78, 1.03)  0.361
H (-0.02, -0.79, 0.90)  0.363
H (-2.84, -0.62, 2.24)  0.318
H (-2.90, -1.39, 3.45)  0.311
O (-2.22, -1.07, 2.84)  -0.624
H (-4.55, -5.50, 1.14)  0.326
H (-3.26, -6.08, 1.58)  0.325
O (-3.68, -5.22, 1.44)  -0.649
H (3.41, -1.22, 0.93)  0.327
H (2.72, -2.52, 0.33)  0.328
O (2.66, -1.81, 0.97)  -0.651

Calculated values
- charge = +1
- E_LUMO (Eh) = -0.1148
- orbital gap (eV) = 9.083
- HOMO level (eV) = -12.21

---

Entry b
ORCA calculation (ωB97M-V/def2-TZVPD) on a 4-piece molecular cluster, C3H17N2O3 overall.

Last column: Mulliken charge in e.
Cartesian coordinates (Å):
N (-0.08, -0.85, 1.04)  -0.257
C (0.12, -1.34, -0.40)  0.361
C (0.83, -2.70, -0.35)  -1.300
C (0.92, -0.15, -1.02)  -0.893
N (0.48, 1.12, -0.54)  -0.485
H (-0.87, -0.17, 1.08)  0.256
H (0.76, -0.32, 1.29)  0.402
H (-0.11, -1.59, 1.74)  0.364
H (-0.83, -1.43, -0.95)  0.349
H (1.87, -2.89, -0.50)  0.379
H (0.39, -3.55, -0.85)  0.329
H (0.82, -2.96, 0.71)  0.283
H (1.98, -0.16, -1.00)  0.487
H (0.84, -0.31, -2.14)  0.381
H (1.08, 1.92, -0.70)  0.250
H (-0.35, 1.49, -1.00)  0.144
H (-2.59, 1.69, 1.36)  0.308
H (-3.35, 0.68, 0.46)  0.311
O (-2.61, 0.77, 1.07)  -0.670
H (-0.71, 2.41, -4.10)  0.309
H (-0.58, 3.56, -3.00)  0.314
O (-0.57, 2.62, -3.15)  -0.616
H (1.53, 1.17, 3.58)  0.304
H (0.12, 0.52, 3.97)  0.309
O (0.88, 0.48, 3.39)  -0.621

Calculated values
- charge = +1
- E_LUMO (Eh) = -0.0951
- orbital gap (eV) = 10.487
- HOMO level (eV) = -13.07

---

Entry c
ORCA calculation (ωB97M-V/def2-TZVPD) on a 4-piece molecular cluster, C3H17N2O3 overall.

Last column: Mulliken charge in e.
Cartesian coordinates (Å):
C (-1.50, 1.60, -2.01)  -0.569
N (-2.16, 1.82, -0.71)  -0.474
C (-0.26, 0.79, -1.64)  -0.592
N (-0.52, -0.32, -0.61)  0.019
C (0.15, -0.06, 0.68)  -0.952
H (-2.11, 1.02, -2.69)  0.351
H (-1.13, 2.42, -2.65)  0.324
H (-3.14, 1.60, -0.77)  0.213
H (-1.98, 2.69, -0.23)  0.207
H (0.41, 0.23, -2.35)  0.359
H (0.53, 1.46, -1.23)  0.316
H (-0.10, -1.24, -0.96)  0.335
H (-1.55, -0.35, -0.57)  0.394
H (0.22, -0.93, 1.37)  0.348
H (1.11, 0.41, 0.61)  0.382
H (-0.48, 0.65, 1.21)  0.379
H (3.32, -3.18, -0.93)  0.283
H (3.97, -3.88, 0.05)  0.319
O (3.14, -3.35, 0.00)  -0.596
H (-0.16, -3.21, -2.46)  0.289
H (1.34, -2.88, -2.08)  0.281
O (0.41, -2.68, -1.90)  -0.615
H (-0.58, 2.40, 6.78)  0.319
H (0.81, 2.15, 6.35)  0.313
O (0.26, 2.87, 6.73)  -0.632

Calculated values
- charge = +1
- E_LUMO (Eh) = -0.1049
- orbital gap (eV) = 10.456
- HOMO level (eV) = -13.31

---

Stability check: which of them is most stable? entry b.

---

Entry a
ORCA calculation (ωB97M-V/def2-TZVPD) on one molecule with the formula H5P3S.

Last column: Mulliken charge in e.
Cartesian coordinates (Å):
P (-1.29, 0.21, -2.31)  -0.064
P (-0.24, -0.60, -0.78)  -0.069
P (0.59, 0.38, 1.10)  0.091
S (0.69, -0.66, 2.75)  -0.367
H (-2.29, 0.36, -1.42)  -0.021
H (-0.29, -1.79, 0.00)  0.133
H (1.09, -0.33, -1.27)  0.104
H (-0.11, 1.58, 1.19)  0.105
H (1.85, 0.85, 0.75)  0.088

Calculated values
- charge = 0
- E_LUMO (Eh) = -0.0154
- orbital gap (eV) = 7.864
- HOMO level (eV) = -8.28
- SMILES = P=[PH2][PH2]=S

---

Entry b
ORCA calculation (ωB97M-V/def2-TZVPD) on one molecule with the formula H5P3S.

Last column: Mulliken charge in e.
Cartesian coordinates (Å):
P (-2.41, -0.03, 0.35)  -0.122
P (-0.94, -1.04, -0.88)  0.053
S (0.94, -0.93, 0.42)  -0.206
P (1.89, 0.71, -0.47)  -0.052
H (-1.73, 0.35, 1.46)  0.069
H (-2.03, 1.37, -0.05)  0.068
H (-1.42, -2.25, -0.66)  0.067
H (2.43, 1.44, 0.60)  0.062
H (3.27, 0.38, -0.76)  0.062

Calculated values
- charge = 0
- E_LUMO (Eh) = -0.0009
- orbital gap (eV) = 8.982
- HOMO level (eV) = -9.01
- SMILES = P[PH]#S#[PH2]

---

Stability check: which of them is most stable? entry b.

---

Entry a
ORCA calculation (ωB97M-V/def2-TZVPD) on an isolated ion of composition C3H11NOP and charge +1.

Last column: Mulliken charge in e.
Cartesian coordinates (Å):
C (1.19, 0.87, -1.73)  -0.542
O (0.63, -0.32, -1.24)  -0.335
P (-0.16, -0.53, 0.15)  1.042
C (0.87, 0.28, 1.48)  -1.118
C (-1.90, 0.03, -0.04)  -1.139
N (-0.18, -2.13, 0.40)  -0.468
H (1.61, 1.44, -0.85)  0.277
H (0.34, 1.42, -2.28)  0.255
H (1.99, 0.43, -2.39)  0.223
H (1.59, -0.30, 1.82)  0.425
H (0.16, 0.55, 2.30)  0.345
H (1.26, 1.12, 0.97)  0.391
H (-2.30, -0.04, -0.98)  0.418
H (-1.99, 1.17, 0.18)  0.329
H (-2.61, -0.42, 0.64)  0.412
H (-0.96, -2.76, 0.59)  0.246
H (0.74, -2.63, 0.56)  0.240

Calculated values
- charge = +1
- E_LUMO (Eh) = -0.1052
- orbital gap (eV) = 12.432
- HOMO level (eV) = -15.30
- SMILES = COP(C)(C)=[NH2+]

---

Entry b
ORCA calculation (ωB97M-V/def2-TZVPD) on a 2-piece molecular cluster, C3H11NOP overall.

Last column: Mulliken charge in e.
Cartesian coordinates (Å):
C (1.27, -1.17, 2.92)  -0.761
C (-0.06, 1.27, -2.39)  -0.736
C (-0.09, 0.68, 0.07)  -0.298
N (0.37, 0.38, -1.24)  -0.253
O (-1.50, -1.45, -0.21)  -0.477
P (-1.64, 0.04, 0.40)  0.164
H (0.51, -0.61, 3.43)  0.234
H (2.19, -1.19, 3.48)  0.326
H (1.14, -1.34, 1.81)  0.239
H (-0.11, 0.73, -3.35)  0.335
H (-1.02, 1.65, -2.02)  0.294
H (0.72, 2.05, -2.28)  0.338
H (0.13, 1.65, 0.48)  0.381
H (0.14, -0.61, -1.48)  0.415
H (1.43, 0.40, -1.32)  0.402
H (-2.20, -1.99, -0.08)  0.313
H (-1.28, -0.48, 1.78)  0.084

Calculated values
- charge = +1
- E_LUMO (spin up / spin down) (Eh) = -0.2014 / -0.1374
- orbital gap (spin up / spin down) (eV) = 6.455 / 9.052
- HOMO level (spin up / spin down) (eV) = -11.94 / -12.79

---

Stability check: which of them is most stable? entry a.

---

Entry a
ORCA calculation (ωB97M-V/def2-TZVPD) on one molecule with the formula C5H4.

Last column: Mulliken charge in e.
Cartesian coordinates (Å):
C (-2.24, -0.79, 0.48)  -0.340
C (-1.33, 0.02, 0.45)  -0.372
C (-0.03, 0.17, 0.09)  0.412
C (0.69, -0.31, -0.87)  -0.216
C (1.37, 0.67, 0.12)  -0.610
H (-3.15, -1.19, 0.83)  0.364
H (0.91, -0.77, -1.77)  0.404
H (1.66, 1.79, -0.16)  0.153
H (2.13, 0.40, 0.82)  0.206

Calculated values
- charge = 0
- E_LUMO (Eh) = 0.0253
- orbital gap (eV) = 9.594
- HOMO level (eV) = -8.90
- SMILES = C#CC1=CC1

---

Entry b
ORCA calculation (ωB97M-V/def2-TZVPD) on one molecule with the formula C5H4.

Last column: Mulliken charge in e.
Cartesian coordinates (Å):
C (-0.63, 1.10, -0.39)  0.019
C (-1.13, 2.26, -0.10)  -0.337
C (-0.04, -0.10, 0.26)  0.332
C (0.06, -0.94, 1.24)  -0.633
C (0.30, 0.14, -1.10)  -0.312
H (0.68, -1.75, 1.10)  0.281
H (-0.43, -0.84, 2.25)  0.234
H (-0.15, -0.41, -1.83)  0.230
H (1.35, 0.55, -1.42)  0.187

Calculated values
- charge = 0
- E_LUMO (Eh) = -0.0139
- orbital gap (eV) = 9.332
- HOMO level (eV) = -9.71

---

Stability check: which of them is most stable? entry a.